# C76H204Cl6N11O11P2

19 unconnected molecules or ions with the total composition C76H204Cl6N11O11P2 in a non-equilibrium geometry (ωB97M-V/def2-TZVPD, the Open Molecules 2025 dataset).

The highest occupied orbital energy is -18.846 eV. The lowest unoccupied orbital energy is -10.942 eV. The orbital gap is 7.90 eV. Its total charge is +7.

Last columns: bonded neighbours and bond lengths (Å).
Element x y z (Å)
1 C -3.312 -2.795 -1.878  C2 1.506, H18 1.090, H19 1.090, H20 1.090
2 C -1.919 -2.482 -2.360  C1 1.506, C3 1.516, H21 1.090, H22 1.090
3 C -1.788 -1.854 -3.734  C2 1.516, C4 1.562, H23 1.090, H24 1.090
4 C -0.377 -2.003 -4.386  C3 1.562, P5 1.871, H25 1.090, H26 1.090
5 P 0.003 -1.021 -5.933  C4 1.871, C6 1.900, C10 1.840, C14 1.842
6 C -0.761 -1.884 -7.443  P5 1.900, C7 1.569, H27 1.090, H28 1.090
7 C -0.683 -3.449 -7.525  C6 1.569, C8 1.559, H29 1.090, H30 1.090
8 C -1.875 -4.183 -6.840  C7 1.559, C9 1.533, H31 1.090, H32 1.090
9 C -1.713 -5.702 -6.715  C8 1.533, H33 1.090, H34 1.090, H35 1.090
10 C -0.895 0.581 -5.824  P5 1.840, C11 1.497, H36 1.090, H37 1.090
11 C -0.312 1.590 -4.884  C10 1.497, C12 1.584, H38 1.090, H39 1.090
12 C -1.289 2.765 -4.471  C11 1.584, C13 1.569, H40 1.090, H41 1.090
13 C -2.010 3.495 -5.658  C12 1.569, H42 1.090, H43 1.090, H44 1.090
14 C 1.813 -0.973 -6.272  P5 1.842, C15 1.585, H45 1.090, H46 1.090
15 C 2.466 -2.359 -6.679  C14 1.585, C16 1.500, H47 1.090, H48 1.090
16 C 3.940 -2.278 -6.942  C15 1.500, C17 1.577, H49 1.090, H50 1.090
17 C 4.622 -3.680 -7.174  C16 1.577, H51 1.090, H52 1.090, H53 1.090
18 H -3.134 -3.459 -1.032  C1 1.090
19 H -3.843 -3.392 -2.619  C1 1.090
20 H -3.856 -1.915 -1.536  C1 1.090
21 H -1.280 -3.362 -2.289  C2 1.090
22 H -1.551 -1.740 -1.652  C2 1.090
23 H -2.167 -0.847 -3.557  C3 1.090
24 H -2.444 -2.306 -4.477  C3 1.090
25 H 0.012 -2.997 -4.608  C4 1.090
26 H 0.369 -1.583 -3.711  C4 1.090
27 H -0.464 -1.437 -8.391  C6 1.090
28 H -1.784 -1.553 -7.260  C6 1.090
29 H 0.200 -3.853 -7.031  C7 1.090
30 H -0.656 -3.762 -8.569  C7 1.090
31 H -2.755 -3.871 -7.401  C8 1.090
32 H -2.064 -3.878 -5.810  C8 1.090
33 H -2.209 -6.239 -5.906  C9 1.090
34 H -0.641 -5.892 -6.678  C9 1.090
35 H -2.083 -6.099 -7.660  C9 1.090
36 H -1.937 0.296 -5.681  C10 1.090
37 H -0.783 0.969 -6.836  C10 1.090
38 H 0.629 2.092 -5.107  C11 1.090
39 H 0.060 1.054 -4.011  C11 1.090
40 H -0.671 3.450 -3.891  C12 1.090
41 H -1.991 2.360 -3.742  C12 1.090
42 H -1.250 3.625 -6.429  C13 1.090
43 H -2.360 4.502 -5.431  C13 1.090
44 H -2.880 2.929 -5.990  C13 1.090
45 H 2.263 -0.545 -5.377  C14 1.090
46 H 1.930 -0.334 -7.147  C14 1.090
47 H 1.921 -2.732 -7.547  C15 1.090
48 H 2.308 -3.124 -5.919  C15 1.090
49 H 4.451 -1.738 -6.145  C16 1.090
50 H 4.156 -1.796 -7.896  C16 1.090
51 H 4.147 -4.410 -6.518  C17 1.090
52 H 5.685 -3.643 -6.934  C17 1.090
53 H 4.411 -4.073 -8.168  C17 1.090
54 C -5.505 0.217 -2.716  C55 1.529, H71 1.090, H72 1.090, H73 1.090
55 C -6.668 0.931 -2.026  C54 1.529, C56 1.539, H74 1.090, H75 1.090
56 C -6.615 0.681 -0.509  C55 1.539, C57 1.608, H76 1.090, H77 1.090
57 C -6.735 -0.849 -0.029  C56 1.608, P58 1.883, H78 1.090, H79 1.090
58 P -7.448 -0.981 1.709  C57 1.883, C59 1.850, C63 1.853, C67 1.837
59 C -7.459 -2.784 2.125  P58 1.850, C60 1.581, H80 1.090, H81 1.090
60 C -6.088 -3.440 2.560  C59 1.581, C61 1.559, H82 1.090, H83 1.090
61 C -5.775 -3.061 4.039  C60 1.559, C62 1.543, H84 1.090, H85 1.090
62 C -4.552 -3.822 4.592  C61 1.543, H86 1.090, H87 1.090, H88 1.090
63 C -6.638 0.113 2.967  P58 1.853, C64 1.557, H89 1.090, H90 1.090
64 C -7.271 0.053 4.388  C63 1.557, C65 1.583, H91 1.090, H92 1.090
65 C -6.309 0.751 5.433  C64 1.583, C66 1.492, H93 1.090, H94 1.090
66 C -5.717 2.076 5.089  C65 1.492, H95 1.090, H96 1.090, H97 1.090
67 C -9.175 -0.371 1.572  P58 1.837, C68 1.532, H98 1.090, H99 1.090
68 C -10.116 -0.789 0.438  C67 1.532, C69 1.550, H100 1.090, H101 1.090
69 C -10.639 -2.240 0.298  C68 1.550, C70 1.530, H102 1.090, H103 1.090
70 C -11.182 -2.647 -1.074  C69 1.530, H104 1.090, H105 1.090, H106 1.090
71 H -5.489 0.445 -3.782  C54 1.090
72 H -5.757 -0.836 -2.595  C54 1.090
73 H -4.556 0.392 -2.209  C54 1.090
74 H -7.660 0.728 -2.429  C55 1.090
75 H -6.477 2.003 -2.080  C55 1.090
76 H -7.374 1.355 -0.112  C56 1.090
77 H -5.606 1.006 -0.256  C56 1.090
78 H -5.834 -1.427 0.177  C57 1.090
79 H -7.379 -1.425 -0.693  C57 1.090
80 H -7.708 -3.221 1.158  C59 1.090
81 H -8.281 -2.863 2.836  C59 1.090
82 H -5.327 -3.201 1.818  C60 1.090
83 H -6.305 -4.502 2.442  C60 1.090
84 H -6.633 -3.313 4.662  C61 1.090
85 H -5.553 -2.010 4.225  C61 1.090
86 H -4.523 -3.752 5.679  C62 1.090
87 H -3.674 -3.298 4.215  C62 1.090
88 H -4.563 -4.877 4.320  C62 1.090
89 H -6.727 1.132 2.592  C63 1.090
90 H -5.561 -0.053 2.927  C63 1.090
91 H -7.612 -0.929 4.716  C64 1.090
92 H -8.210 0.602 4.321  C64 1.090
93 H -5.603 0.097 5.946  C65 1.090
94 H -7.009 0.824 6.266  C65 1.090
95 H -5.269 2.030 4.096  C66 1.090
96 H -4.954 2.325 5.827  C66 1.090
97 H -6.444 2.881 4.982  C66 1.090
98 H -9.215 0.719 1.569  C67 1.090
99 H -9.650 -0.581 2.531  C67 1.090
100 H -9.693 -0.482 -0.519  C68 1.090
101 H -11.086 -0.293 0.413  C68 1.090
102 H -11.455 -2.504 0.971  C69 1.090
103 H -9.855 -2.942 0.579  C69 1.090
104 H -11.294 -3.715 -1.256  C70 1.090
105 H -10.462 -2.333 -1.830  C70 1.090
106 H -12.085 -2.089 -1.318  C70 1.090
107 C 1.428 10.373 3.042  C108 1.571, H116 1.090, H117 1.090, H118 1.090
108 C 1.755 10.691 1.539  C107 1.571, C109 1.565, N112 1.532, H119 1.090
109 C 2.166 9.413 0.735  C108 1.565, O110 1.385, H120 1.090, H121 1.090
110 O 2.358 9.701 -0.606  C109 1.385, C111 1.373
111 C 2.807 8.744 -1.481  O110 1.373, H122 1.090, H123 1.090, H124 1.090
112 N 0.654 11.457 0.798  C108 1.532, H113 1.010, H114 1.010, H115 1.010
113 H -0.288 11.109 0.900  N112 1.010
114 H 0.361 12.300 1.271  N112 1.010
115 H 0.807 11.641 -0.183  N112 1.010
116 H 1.424 11.335 3.554  C107 1.090
117 H 2.252 9.952 3.618  C107 1.090
118 H 0.551 9.777 3.296  C107 1.090
119 H 2.629 11.343 1.535  C108 1.090
120 H 1.449 8.592 0.770  C109 1.090
121 H 3.054 8.986 1.200  C109 1.090
122 H 2.760 8.988 -2.542  C111 1.090
123 H 2.217 7.827 -1.469  C111 1.090
124 H 3.863 8.586 -1.263  C111 1.090
125 C 8.030 3.903 1.790  C126 1.533, H134 1.090, H135 1.090, H136 1.090
126 C 7.981 3.580 0.293  C125 1.533, C127 1.578, N130 1.536, H137 1.090
127 C 6.603 2.965 -0.170  C126 1.578, O128 1.442, H138 1.090, H139 1.090
128 O 6.497 1.602 0.289  C127 1.442, C129 1.433
129 C 5.338 0.904 -0.184  O128 1.433, H140 1.090, H141 1.090, H142 1.090
130 N 8.280 4.898 -0.438  C126 1.536, H131 1.010, H132 1.010, H133 1.010
131 H 7.464 5.466 -0.259  N130 1.010
132 H 9.111 5.367 -0.107  N130 1.010
133 H 8.511 4.803 -1.417  N130 1.010
134 H 7.932 2.958 2.325  C125 1.090
135 H 7.197 4.566 2.026  C125 1.090
136 H 8.973 4.299 2.166  C125 1.090
137 H 8.841 3.044 -0.107  C126 1.090
138 H 6.350 3.050 -1.226  C127 1.090
139 H 5.792 3.560 0.250  C127 1.090
140 H 5.259 1.217 -1.225  C129 1.090
141 H 4.389 0.982 0.346  C129 1.090
142 H 5.528 -0.168 -0.237  C129 1.090
143 C 0.938 -6.156 4.628  C144 1.534, H152 1.090, H153 1.090, H154 1.090
144 C 0.245 -5.331 3.536  C143 1.534, C145 1.534, N148 1.585, H155 1.090
145 C -1.020 -4.519 3.843  C144 1.534, O146 1.410, H156 1.090, H157 1.090
146 O -1.164 -3.625 2.761  C145 1.410, C147 1.451
147 C -2.202 -4.028 1.833  O146 1.451, H158 1.090, H159 1.090, H160 1.090
148 N 1.413 -4.428 2.961  C144 1.585, H149 1.010, H150 1.010, H151 1.010
149 H 1.777 -3.660 3.507  N148 1.010
150 H 2.270 -4.957 3.036  N148 1.010
151 H 1.288 -4.194 1.987  N148 1.010
152 H 1.132 -5.580 5.533  C143 1.090
153 H 1.888 -6.643 4.406  C143 1.090
154 H 0.293 -7.007 4.844  C143 1.090
155 H 0.070 -5.878 2.610  C144 1.090
156 H -0.947 -3.868 4.714  C145 1.090
157 H -1.978 -5.038 3.876  C145 1.090
158 H -2.194 -3.476 0.893  C147 1.090
159 H -3.163 -4.046 2.347  C147 1.090
160 H -1.984 -5.031 1.463  C147 1.090
161 C 5.753 -3.429 -2.141  C162 1.560, H170 1.090, H171 1.090, H172 1.090
162 C 4.790 -4.628 -2.404  C161 1.560, C163 1.569, N166 1.564, H173 1.090
163 C 4.628 -5.716 -1.284  C162 1.569, O164 1.418, H174 1.090, H175 1.090
164 O 5.833 -6.464 -1.274  C163 1.418, C165 1.463
165 C 6.099 -7.139 -0.003  O164 1.463, H176 1.090, H177 1.090, H178 1.090
166 N 3.378 -4.035 -2.721  C162 1.564, H167 1.010, H168 1.010, H169 1.010
167 H 3.396 -3.073 -3.028  N166 1.010
168 H 2.876 -4.532 -3.442  N166 1.010
169 H 2.789 -4.138 -1.907  N166 1.010
170 H 5.658 -2.916 -1.184  C161 1.090
171 H 5.611 -2.685 -2.926  C161 1.090
172 H 6.779 -3.792 -2.077  C161 1.090
173 H 5.079 -5.238 -3.260  C162 1.090
174 H 3.779 -6.351 -1.536  C163 1.090
175 H 4.385 -5.193 -0.360  C163 1.090
176 H 6.306 -6.375 0.746  C165 1.090
177 H 6.900 -7.871 -0.107  C165 1.090
178 H 5.205 -7.679 0.309  C165 1.090
179 C -3.060 3.223 -0.793  C180 1.560, H188 1.090, H189 1.090, H190 1.090
180 C -2.358 3.703 0.515  C179 1.560, C181 1.545, N184 1.577, H191 1.090
181 C -2.353 5.246 0.601  C180 1.545, O182 1.403, H192 1.090, H193 1.090
182 O -1.663 5.597 -0.569  C181 1.403, C183 1.456
183 C -1.242 6.982 -0.726  O182 1.456, H194 1.090, H195 1.090, H196 1.090
184 N -3.189 3.039 1.680  C180 1.577, H185 1.010, H186 1.010, H187 1.010
185 H -4.179 3.229 1.730  N184 1.010
186 H -3.123 2.039 1.560  N184 1.010
187 H -2.700 3.116 2.560  N184 1.010
188 H -3.444 2.203 -0.776  C179 1.090
189 H -2.435 3.412 -1.665  C179 1.090
190 H -3.955 3.837 -0.885  C179 1.090
191 H -1.339 3.409 0.765  C180 1.090
192 H -1.995 5.639 1.553  C181 1.090
193 H -3.393 5.566 0.543  C181 1.090
194 H -0.667 6.919 -1.650  C183 1.090
195 H -0.543 7.306 0.045  C183 1.090
196 H -2.090 7.651 -0.873  C183 1.090
197 C -1.982 -0.857 4.913  C198 1.515, H206 1.090, H207 1.090, H208 1.090
198 C -1.515 -0.402 6.280  C197 1.515, C199 1.493, N202 1.557, H209 1.090
199 C -1.280 -1.489 7.276  C198 1.493, O200 1.435, H210 1.090, H211 1.090
200 O -2.522 -2.083 7.682  C199 1.435, C201 1.404
201 C -2.311 -3.229 8.464  O200 1.404, H212 1.090, H213 1.090, H214 1.090
202 N -0.292 0.550 6.125  C198 1.557, H203 1.010, H204 1.010, H205 1.010
203 H 0.531 0.088 5.767  N202 1.010
204 H -0.556 1.312 5.517  N202 1.010
205 H 0.108 0.938 6.967  N202 1.010
206 H -2.091 -0.065 4.172  C197 1.090
207 H -2.960 -1.328 5.012  C197 1.090
208 H -1.363 -1.643 4.479  C197 1.090
209 H -2.205 0.242 6.825  C198 1.090
210 H -0.922 -0.959 8.159  C199 1.090
211 H -0.515 -2.183 6.929  C199 1.090
212 H -3.289 -3.711 8.471  C201 1.090
213 H -2.060 -3.004 9.501  C201 1.090
214 H -1.728 -4.061 8.069  C201 1.090
215 C 0.661 -1.846 0.078  C216 1.599, H224 1.090, H225 1.090, H226 1.090
216 C 0.797 -0.259 0.224  C215 1.599, C217 1.536, N220 1.584, H227 1.090
217 C 0.208 0.639 -0.874  C216 1.536, O218 1.422, H228 1.090, H229 1.090
218 O 0.378 2.048 -0.786  C217 1.422, C219 1.488
219 C 1.822 2.407 -0.801  O218 1.488, H230 1.090, H231 1.090, H232 1.090
220 N 0.221 0.118 1.651  C216 1.584, H221 1.010, H222 1.010, H223 1.010
221 H 0.678 -0.289 2.454  N220 1.010
222 H 0.216 1.109 1.851  N220 1.010
223 H -0.774 -0.028 1.745  N220 1.010
224 H 1.148 -2.457 0.838  C215 1.090
225 H 1.108 -2.199 -0.851  C215 1.090
226 H -0.375 -2.089 0.315  C215 1.090
227 H 1.862 -0.082 0.372  C216 1.090
228 H -0.842 0.428 -1.076  C217 1.090
229 H 0.584 0.355 -1.856  C217 1.090
230 H 2.488 1.963 -1.541  C219 1.090
231 H 2.262 2.341 0.194  C219 1.090
232 H 1.840 3.453 -1.109  C219 1.090
233 C -1.908 -7.699 -1.040  C234 1.557, H242 1.090, H243 1.090, H244 1.090
234 C -1.109 -7.760 -2.375  C233 1.557, C235 1.536, N238 1.513, H245 1.090
235 C -1.631 -8.821 -3.355  C234 1.536, O236 1.453, H246 1.090, H247 1.090
236 O -0.986 -8.739 -4.655  C235 1.453, C237 1.454
237 C -1.096 -9.925 -5.489  O236 1.454, H248 1.090, H249 1.090, H250 1.090
238 N -1.186 -6.383 -2.995  C234 1.513, H239 1.010, H240 1.010, H241 1.010
239 H -0.812 -5.647 -2.412  N238 1.010
240 H -0.510 -6.379 -3.746  N238 1.010
241 H -2.093 -6.116 -3.349  N238 1.010
242 H -2.981 -7.579 -1.194  C233 1.090
243 H -1.584 -7.052 -0.225  C233 1.090
244 H -1.732 -8.682 -0.603  C233 1.090
245 H -0.059 -8.018 -2.242  C234 1.090
246 H -2.708 -8.802 -3.522  C235 1.090
247 H -1.561 -9.830 -2.950  C235 1.090
248 H -2.030 -10.117 -6.018  C237 1.090
249 H -0.932 -10.824 -4.894  C237 1.090
250 H -0.200 -9.937 -6.109  C237 1.090
251 C 3.460 4.397 4.156  C252 1.536, H260 1.090, H261 1.090, H262 1.090
252 C 3.155 5.060 5.508  C251 1.536, C253 1.559, N256 1.503, H263 1.090
253 C 3.050 6.592 5.235  C252 1.559, O254 1.431, H264 1.090, H265 1.090
254 O 2.573 7.289 6.390  C253 1.431, C255 1.381
255 C 2.124 8.572 6.144  O254 1.381, H266 1.090, H267 1.090, H268 1.090
256 N 1.911 4.460 6.101  C252 1.503, H257 1.010, H258 1.010, H259 1.010
257 H 1.345 4.028 5.385  N256 1.010
258 H 2.191 3.691 6.692  N256 1.010
259 H 1.339 5.127 6.599  N256 1.010
260 H 2.742 4.675 3.384  C251 1.090
261 H 3.410 3.332 4.381  C251 1.090
262 H 4.435 4.513 3.685  C251 1.090
263 H 3.961 4.893 6.223  C252 1.090
264 H 2.390 6.683 4.373  C253 1.090
265 H 3.973 7.052 4.881  C253 1.090
266 H 2.889 9.344 6.063  C255 1.090
267 H 1.638 8.732 7.107  C255 1.090
268 H 1.439 8.621 5.298  C255 1.090
269 C 6.113 -0.919 5.251  C270 1.580, H278 1.090, H279 1.090, H280 1.090
270 C 5.711 -1.920 4.096  C269 1.580, C271 1.580, N274 1.516, H281 1.090
271 C 5.605 -1.257 2.666  C270 1.580, O272 1.395, H282 1.090, H283 1.090
272 O 5.352 -2.306 1.781  C271 1.395, C273 1.428
273 C 4.047 -2.361 1.204  O272 1.428, H284 1.090, H285 1.090, H286 1.090
274 N 6.744 -3.027 4.164  C270 1.516, H275 1.010, H276 1.010, H277 1.010
275 H 6.827 -3.285 5.137  N274 1.010
276 H 6.393 -3.851 3.697  N274 1.010
277 H 7.679 -2.752 3.898  N274 1.010
278 H 6.357 -1.375 6.211  C269 1.090
279 H 5.363 -0.142 5.397  C269 1.090
280 H 7.093 -0.516 4.994  C269 1.090
281 H 4.721 -2.314 4.327  C270 1.090
282 H 6.544 -0.740 2.469  C271 1.090
283 H 4.839 -0.494 2.799  C271 1.090
284 H 3.267 -2.337 1.965  C273 1.090
285 H 3.901 -3.321 0.709  C273 1.090
286 H 3.849 -1.479 0.596  C273 1.090
287 C 4.748 6.380 -3.193  C288 1.488, H296 1.090, H297 1.090, H298 1.090
288 C 4.708 5.101 -3.953  C287 1.488, C289 1.572, N292 1.564, H299 1.090
289 C 3.217 4.640 -4.149  C288 1.572, O290 1.394, H300 1.090, H301 1.090
290 O 2.970 3.759 -5.200  C289 1.394, C291 1.439
291 C 3.580 2.471 -5.003  O290 1.439, H302 1.090, H303 1.090, H304 1.090
292 N 5.421 5.343 -5.323  C288 1.564, H293 1.010, H294 1.010, H295 1.010
293 H 6.381 5.567 -5.104  N292 1.010
294 H 5.437 4.597 -6.004  N292 1.010
295 H 5.024 6.189 -5.708  N292 1.010
296 H 5.731 6.795 -2.971  C287 1.090
297 H 4.387 6.208 -2.179  C287 1.090
298 H 4.282 7.218 -3.711  C287 1.090
299 H 5.212 4.253 -3.491  C288 1.090
300 H 2.629 5.495 -4.481  C289 1.090
301 H 2.810 4.308 -3.193  C289 1.090
302 H 3.310 1.784 -5.805  C291 1.090
303 H 3.395 1.962 -4.057  C291 1.090
304 H 4.664 2.537 -5.093  C291 1.090
305 Cl 2.050 -1.160 4.385  no bonds
306 Cl -0.219 2.865 3.766  no bonds
307 Cl 0.888 -5.338 -0.270  no bonds
308 Cl 3.431 -0.677 -2.729  no bonds
309 Cl 5.153 6.611 0.862  no bonds
310 Cl -3.226 -0.395 1.375  no bonds